[1]
Here is one molecule with the formula C4H11N3 from the OMol25 dataset. Energies are from ωB97M-V/def2-TZVPD.

```
18
Properties=species:S:1:pos:R:3:lowdin_charge:R:1
C -0.262 1.453 0.729 -0.049
C 0.389 0.209 0.146 -0.537
C 1.409 -0.393 1.102 -0.041
N 0.902 0.470 -1.219 0.005
N 0.149 -0.668 -1.756 -0.006
C -0.564 -0.838 -0.481 -0.379
N -1.951 -0.448 -0.539 0.053
H -1.026 1.818 0.050 0.072
H -0.713 1.232 1.694 0.077
H 0.492 2.225 0.859 0.080
H 0.921 -0.711 2.022 0.082
H 1.893 -1.257 0.649 0.082
H 2.169 0.346 1.348 0.080
H 1.900 0.289 -1.321 0.097
H -0.470 -0.331 -2.493 0.097
H -0.411 -1.866 -0.100 0.132
H -2.478 -1.122 -1.082 0.077
H -2.348 -0.409 0.392 0.079
```

Properties
orbital gap: 0.336 Eh
highest occupied orbital energy: -0.30018 Eh

[2]
Here is one molecule with the formula C4H11N3 from the OMol25 dataset. Energies are from ωB97M-V/def2-TZVPD.

```
18
Properties=species:S:1:pos:R:3:lowdin_charge:R:1
H 4.189 -0.834 -0.666 0.021
N 3.224 -0.895 -0.974 0.042
C 2.465 -0.229 -0.195 -0.352
N 1.194 0.080 -0.546 -0.019
C 0.301 0.877 0.301 -0.209
C -1.087 0.895 -0.332 -0.198
C -1.792 -0.439 -0.214 -0.297
N -1.843 -0.915 1.174 -0.011
H 2.732 0.009 0.836 0.123
H 0.873 -0.399 -1.373 0.126
H 0.289 0.412 1.285 0.102
H 0.747 1.872 0.335 0.114
H -0.955 1.135 -1.392 0.113
H -1.682 1.728 0.052 0.112
H -1.294 -1.212 -0.807 0.102
H -2.807 -0.383 -0.623 0.105
H -2.601 -1.566 1.330 0.063
H -1.955 -0.137 1.811 0.062
```

Properties
orbital gap: 0.349 Eh
highest occupied orbital energy: -0.31175 Eh

[3]
Here is one molecule with the formula C4H11N3 from the OMol25 dataset. Energies are from ωB97M-V/def2-TZVPD.

```
18
Properties=species:S:1:pos:R:3:lowdin_charge:R:1
C -0.875 -1.282 0.796 0.058
C -0.490 -0.203 0.160 -0.234
C -0.944 0.951 -0.547 -0.157
N -2.601 0.844 -0.378 -0.020
N 1.123 0.033 -0.358 -0.257
C 1.886 -1.191 -0.382 -0.141
N 1.858 1.061 0.243 -0.001
H -0.162 -2.020 1.137 0.056
H -1.924 -1.469 0.965 0.055
H -0.818 0.933 -1.628 0.112
H -0.656 1.905 -0.091 0.106
H -3.046 0.175 0.243 0.017
H -2.971 1.729 -0.040 0.026
H 1.986 -1.655 0.613 0.068
H 2.891 -0.974 -0.749 0.075
H 1.403 -1.903 -1.051 0.080
H 1.637 1.951 -0.189 0.069
H 1.703 1.113 1.254 0.086
```

Properties
orbital gap: 0.353 Eh
highest occupied orbital energy: -0.31902 Eh

[4]
Here is C4H11N3 as an isolated structure from the OMol25 dataset. Energies are from ωB97M-V/def2-TZVPD.

```
18
Properties=species:S:1:pos:R:3:lowdin_charge:R:1
C -0.988 0.975 1.458 -0.210
C -1.489 -0.104 0.440 -0.117
C -0.308 -0.532 -0.387 -0.303
N 1.758 -1.441 -1.901 0.098
C 1.911 -0.907 -0.613 -0.246
N 0.972 -0.399 0.274 0.031
N -0.227 2.038 0.855 0.250
H -1.779 1.457 2.051 0.148
H -0.389 0.415 2.207 0.136
H -2.389 0.236 -0.048 0.120
H -1.815 -0.903 1.133 0.140
H -0.426 -1.599 -0.698 0.137
H -0.351 -0.011 -1.350 0.121
H 1.512 -0.300 -1.751 0.175
H 1.148 -2.286 -1.863 0.122
H 2.918 -0.625 -0.407 0.124
H 0.680 1.644 0.626 0.097
H -0.737 2.341 -0.026 0.177
```

Properties
orbital gap (alpha / beta): 0.385 / 0.204 Eh
total charge: +1
2S+1: 2
highest occupied orbital energy (alpha / beta): -0.52338 / -0.51720 Eh

[5]
Here is an isolated ion of composition C4H11N3 and charge +1 from the OMol25 dataset. Energies are from ωB97M-V/def2-TZVPD.

```
18
Properties=species:S:1:pos:R:3:lowdin_charge:R:1
C 2.151 -0.788 0.697 -0.097
C 1.734 0.543 0.070 -0.211
C 0.333 0.513 -0.635 -0.174
N -0.654 -0.177 0.148 0.111
C -1.965 0.038 0.020 -0.444
N -2.475 0.229 -1.185 0.247
N -2.766 -0.326 1.040 0.307
H 1.550 -0.949 1.589 0.060
H 1.939 -1.645 0.049 0.089
H 3.195 -0.814 0.997 0.087
H 1.840 1.400 0.735 0.116
H 2.419 0.704 -0.770 0.117
H 0.408 0.165 -1.661 0.130
H 0.266 1.610 -0.683 0.139
H -0.372 -0.605 1.019 0.143
H -3.437 0.548 -1.171 0.148
H -1.841 0.583 -1.888 0.130
H -2.324 -1.030 1.630 0.103
```

Properties
orbital gap (alpha / beta): 0.438 / 0.294 Eh
total charge: +1
2S+1: 2
highest occupied orbital energy (alpha / beta): -0.56847 / -0.56346 Eh

[6]
Here is one molecule with the formula C4H11N3O from the OMol25 dataset. Energies are from ωB97M-V/def2-TZVPD.

```
19
Properties=species:S:1:pos:R:3:lowdin_charge:R:1
C -0.593 1.361 -2.714 -0.172
N 0.494 0.922 -1.866 -0.119
C 0.070 0.607 -0.375 -0.107
C 0.554 -0.754 -0.171 -0.372
O 0.780 -1.694 -0.867 0.111
N 0.188 -0.891 1.348 -0.234
C 0.357 0.093 2.393 -0.099
N -0.463 -2.068 1.781 0.034
H -1.358 0.597 -2.933 0.075
H -0.226 1.696 -3.685 0.071
H -1.085 2.204 -2.218 0.074
H 0.997 0.155 -2.311 0.085
H 0.599 1.373 0.194 0.114
H -1.023 0.646 -0.260 0.138
H 1.323 0.598 2.325 0.087
H 0.308 -0.389 3.371 0.078
H -0.461 0.825 2.377 0.080
H -0.565 -2.799 1.082 0.079
H 0.102 -2.482 2.529 0.077
```

Properties
orbital gap: 0.320 Eh
highest occupied orbital energy: -0.28903 Eh

[7]
Here is a 2-piece molecular cluster, C4H11N3O overall from the OMol25 dataset. Energies are from ωB97M-V/def2-TZVPD.

```
19
Properties=species:S:1:pos:R:3:lowdin_charge:R:1
H -2.787 0.109 0.059 0.059
N -2.121 -0.019 0.820 0.090
C -1.307 0.936 0.965 -0.366
N -1.291 2.132 0.320 0.024
C -0.962 2.406 -0.855 -0.011
H -0.579 0.869 1.770 0.112
H -0.537 1.681 -1.551 0.075
H -1.065 3.428 -1.192 0.070
C -0.074 -2.387 0.421 -0.129
N 1.016 -1.452 0.504 -0.078
O 0.780 -0.324 -0.433 -0.260
C 2.010 0.252 -0.783 -0.132
H 0.046 -3.126 1.213 0.084
H -0.046 -2.870 -0.557 0.077
H -1.066 -1.873 0.538 0.050
H 0.994 -1.000 1.417 0.097
H 2.481 0.744 0.078 0.083
H 1.810 0.995 -1.554 0.073
H 2.698 -0.501 -1.180 0.083
```

Properties
orbital gap: 0.361 Eh
highest occupied orbital energy: -0.32853 Eh

[8]
Here is a 2-piece molecular cluster, C4H11N3O overall from the OMol25 dataset. Energies are from ωB97M-V/def2-TZVPD.

```
19
Properties=species:S:1:pos:R:3:lowdin_charge:R:1
C -0.729 1.942 0.517 -0.095
C -0.646 0.485 0.948 -0.183
C 0.669 -0.187 0.778 -0.478
O 0.987 -0.944 1.864 0.037
N 1.411 -0.342 -0.239 0.017
C 1.262 0.390 -1.469 -0.155
H -1.689 2.359 0.822 0.072
H 0.051 2.536 0.999 0.081
H -0.640 2.064 -0.561 0.058
H -1.373 -0.178 0.257 0.107
H -0.967 0.362 1.983 0.111
H 1.843 -1.357 1.687 0.107
H 0.234 0.410 -1.837 0.062
H 1.882 -0.108 -2.215 0.069
H 1.619 1.415 -1.353 0.079
H 0.028 -2.736 -0.893 0.073
N -0.663 -2.033 -1.223 0.005
N -1.597 -1.765 -0.472 -0.052
H -1.682 -2.312 0.408 0.082
```

Properties
orbital gap: 0.371 Eh
highest occupied orbital energy: -0.34303 Eh

DFT total energy for the records above, in order: -8795.198 -8796.180 -8792.859 -8783.864 -8788.301 -10841.439 -10840.635 -10841.686 eV
Relative energy (zero: lowest compared OMol25 entry of this formula, charge and spin) for the records above, in order: 233.6 138.9 459.3 535.2 107.2 363.9 441.5 340.1 kJ/mol